1.
This record from OMol25 describes a cluster of 9 separate species, C34H46O14 in total in a non-equilibrium geometry. The level of theory is ωB97M-V with the def2-TZVPD basis set.

HOMO energy   -7.43 eV
Energy above the lowest of the compared OMol25 structures with the same formula, charge and spin   0.279 eV
Calculated total energy   -2375.9808 Eh
Net charge   0
SMILES string   Oc1ccc(O)cc1.Oc1ccc(O)cc1.Oc1ccc(O)cc1.Oc1ccc(O)cc1.Oc1ccc(O)cc1.CO.CO.CO.CO

Each line ends with the Mulliken charge.
Cartesian coordinates (Å):
O: 47.6944 9.3790 25.3541  -0.52
C: 47.6393 9.2141 26.7756  0.56
C: 46.4443 8.6667 27.3441  -0.27
C: 46.2954 8.5748 28.6519  0.55
C: 47.4389 8.8014 29.5226  0.05
O: 47.2627 8.4079 30.7775  -0.44
C: 48.6335 9.1886 28.9570  -0.57
C: 48.6956 9.5055 27.6353  -0.62
H: 48.5203 9.5266 24.8810  0.31
H: 45.6464 8.4346 26.6789  0.19
H: 45.2655 8.4587 29.1092  -0.01
H: 47.7355 8.7919 31.3561  0.26
H: 49.4404 9.0770 29.6853  0.33
H: 49.7271 9.7568 27.1860  0.16
O: 33.0693 11.0281 25.2748  -0.50
C: 34.2484 10.2201 25.5270  0.43
C: 35.6049 10.8861 25.4535  -0.50
C: 36.7081 10.1200 25.5983  -0.51
C: 36.6358 8.6859 26.0575  0.21
O: 37.8423 8.0353 26.2070  -0.36
C: 35.3614 8.2774 26.3945  -0.15
C: 34.1580 8.9644 26.0279  -0.47
H: 33.2521 11.4544 24.5385  0.28
H: 35.7403 11.9200 24.9728  0.21
H: 37.6259 10.3697 25.2799  0.60
H: 37.8052 7.2112 25.9236  0.23
H: 35.3855 7.2210 26.8658  0.23
H: 33.3129 8.3292 26.3751  0.32
O: 41.3393 6.9482 31.3955  -0.40
C: 41.6528 7.3340 30.1125  0.03
C: 42.6905 6.7889 29.3802  -0.40
C: 42.8455 7.1041 27.9875  -0.30
C: 41.8565 7.7093 27.3294  0.58
O: 41.9291 7.9306 25.9040  -0.43
C: 40.7396 8.3027 28.0339  -1.06
C: 40.6191 8.0848 29.3880  -0.13
H: 41.8511 6.2135 31.6279  0.46
H: 43.5308 6.1826 29.7148  0.19
H: 43.7285 6.7143 27.3332  0.20
H: 42.3978 7.3044 25.5925  0.22
H: 39.9326 8.7495 27.4623  0.54
H: 39.8347 8.7006 29.7651  0.60
O: 37.8302 8.3882 34.5553  -0.50
C: 38.6579 7.4739 35.1418  0.51
C: 38.2677 6.7765 36.3307  -0.68
C: 39.1008 5.8401 36.9595  -0.72
C: 40.2315 5.3746 36.3106  0.46
O: 41.0205 4.3638 36.9596  -0.54
C: 40.6889 6.0684 35.1897  -0.49
C: 39.9268 7.1018 34.4931  -0.05
H: 37.2973 8.9263 35.1513  0.33
H: 37.4009 7.0226 36.8911  0.31
H: 38.9277 5.4363 37.8379  0.47
H: 40.5341 3.9476 37.6319  0.29
H: 41.6308 5.6673 34.7832  0.27
H: 40.1514 7.4233 33.4545  0.34
O: 43.7564 10.0346 30.3685  -0.26
C: 43.3997 11.3090 30.3479  0.19
C: 42.2023 11.7239 29.6157  0.12
C: 41.6444 12.9242 29.7065  -0.76
C: 42.2309 13.9140 30.5519  0.59
O: 41.5862 15.0887 30.7320  -0.45
C: 43.3927 13.6146 31.3412  -0.65
C: 43.9232 12.3599 31.2481  -0.72
H: 43.3840 9.3864 30.0113  0.06
H: 41.7043 11.0384 28.8794  0.18
H: 40.9485 13.2294 29.0471  0.62
H: 41.8353 15.2995 31.4435  0.20
H: 43.7101 14.2500 32.1877  0.24
H: 44.7466 12.0700 31.7413  0.54
C: 44.1218 4.0593 31.3535  -0.76
O: 42.8874 4.6683 31.8531  -0.53
H: 44.9581 4.6306 31.5430  0.35
H: 43.9880 3.8638 30.3327  0.30
H: 44.2349 2.9762 31.7020  0.29
H: 42.7072 4.4351 32.8462  0.27
C: 41.9587 10.3613 23.2750  0.07
O: 41.4788 11.1821 22.2915  -0.54
H: 42.1034 9.4062 22.5118  0.06
H: 41.4179 10.1886 24.0074  -0.06
H: 42.8700 10.9854 23.7279  0.16
H: 40.5823 11.7042 22.5246  0.30
C: 44.4529 7.1052 23.8089  -0.41
O: 43.9940 6.0509 24.6542  -0.50
H: 44.9529 7.9524 24.5069  0.12
H: 43.7612 7.5063 23.0542  0.24
H: 45.4143 6.7457 23.2538  0.28
H: 43.7756 5.3097 23.9823  0.30
C: 39.9649 10.2614 32.5357  -0.09
O: 40.4686 11.5946 32.6519  -0.58
H: 38.9071 10.3886 32.2808  0.33
H: 39.7327 10.0308 33.4814  0.39
H: 40.5499 9.7663 31.8614  -0.28
H: 41.2189 11.6006 32.2571  0.24

Forces on atoms 1 to 3 (eV/Å):
O -1.349 -0.373 1.450
C 0.680 -0.212 -0.710
C 1.426 1.438 -3.452

2.
This record from OMol25 describes an isolated molecule of C6H11N in a non-equilibrium geometry. The level of theory is ωB97M-V with the def2-TZVPD basis set.

HOMO energy   -7.17 eV
Energy above the lowest of the compared OMol25 structures with the same formula, charge and spin   1.394 eV
Calculated total energy   -289.9204 Eh
Net charge   0
SMILES string   C=C/C=C(\C)NC

Each line ends with the natural charge from an NBO analysis.
Cartesian coordinates (Å):
C: -2.5862 -0.5882 -1.5349  -0.43
C: -1.7471 0.1446 -0.7783  -0.19
C: -0.4972 -0.3690 -0.2537  -0.38
C: 0.4076 0.4284 0.3724  0.24
C: 0.1358 1.8615 0.6767  -0.66
N: 1.6082 -0.0719 0.8102  -0.59
C: 1.9773 -1.4648 0.6906  -0.41
H: -3.5836 -0.2193 -1.7240  0.19
H: -2.2017 -1.4341 -2.0871  0.19
H: -2.1122 1.1449 -0.5839  0.20
H: -0.2013 -1.3489 -0.5982  0.20
H: -0.6712 2.0289 1.3855  0.24
H: -0.0823 2.3996 -0.2500  0.23
H: 1.0283 2.3877 1.0268  0.21
H: 2.3732 0.5713 0.9143  0.38
H: 2.9303 -1.6338 1.1761  0.21
H: 1.1528 -2.0402 1.1115  0.21
H: 2.0693 -1.7965 -0.3538  0.18

Forces on atoms 1 to 3 (eV/Å):
C 0.651 0.720 -0.081
C -0.954 -0.849 -0.256
C 0.581 1.221 -0.587

3.
This record from OMol25 describes a cluster of 2 separate species, C28H29NO5S in total in a non-equilibrium geometry. The level of theory is ωB97M-V with the def2-TZVPD basis set.

HOMO energy   -5.11 eV
Energy above the lowest of the compared OMol25 structures with the same formula, charge and spin   3.772 eV
Calculated total energy   -1913.3464 Eh
Net charge   0

Each line ends with the natural charge from an NBO analysis.
Cartesian coordinates (Å):
C: 1.2213 4.7547 -0.3636  -0.62
C: 0.8455 3.3078 -0.2208  -0.06
O: -0.6050 3.2887 -0.3592  -0.53
C: -1.1687 2.0581 -0.3230  0.68
C: -2.6407 2.1824 -0.1862  -0.25
O: -3.4222 1.1226 -0.2661  -0.55
C: -3.2078 0.1125 -1.3450  -0.27
S: -3.3506 3.7897 -0.7373  2.10
C: -5.1255 3.4953 -0.5934  -0.21
C: -5.9878 3.9135 -1.6141  -0.22
C: -7.3676 3.7400 -1.4647  -0.22
C: -7.8792 3.1475 -0.3059  -0.21
C: -7.0037 2.7280 0.7008  -0.22
C: -5.6249 2.9089 0.5622  -0.21
O: -2.9857 4.8503 0.1759  -0.94
O: -3.1063 3.8873 -2.1651  -0.97
O: -0.5455 0.9989 -0.4303  -0.76
H: 2.2649 4.8776 -0.0800  0.20
H: 1.1051 5.0768 -1.4025  0.21
H: 0.6041 5.3999 0.2666  0.23
H: 1.3061 2.7135 -1.0186  0.17
H: 1.1124 2.8976 0.7630  0.17
H: -4.0076 -0.6093 -1.1686  0.18
H: -3.3153 0.6133 -2.3160  0.18
H: -2.2076 -0.3163 -1.2160  0.20
H: -5.5728 4.3745 -2.5094  0.24
H: -8.0384 4.0776 -2.2547  0.21
H: -8.9551 3.0066 -0.1892  0.21
H: -7.3836 2.2567 1.6061  0.21
H: -4.9444 2.6145 1.3599  0.24
C: 0.9200 -1.9198 4.1258  -0.67
C: 1.2916 -2.8456 3.0406  0.31
N: 1.3215 -4.1853 3.2254  -0.50
C: 1.7100 -4.8470 2.0562  0.19
C: 1.9937 -3.8595 1.0888  -0.11
C: 2.4206 -4.2756 -0.1736  -0.18
C: 2.4692 -5.6450 -0.4667  -0.21
C: 2.0852 -6.6058 0.4840  -0.20
C: 1.7254 -6.2061 1.7774  -0.25
C: 1.6883 -2.5573 1.7043  -0.15
C: 1.7433 -1.3087 1.0701  0.03
C: 2.7928 -0.9978 0.1572  -0.09
C: 4.0081 -1.7417 0.1587  -0.15
C: 4.9831 -1.5368 -0.7992  -0.24
C: 4.8511 -0.5283 -1.7568  0.07
C: 5.9532 -0.3212 -2.7505  -0.64
C: 3.6871 0.2620 -1.7421  -0.23
C: 2.6805 0.0383 -0.8130  -0.13
H: 1.3680 -0.9396 3.9263  0.25
H: -0.1715 -1.7963 4.1803  0.26
H: 1.2717 -2.2832 5.1035  0.24
H: 1.0633 -4.6427 4.0959  0.43
H: 2.7187 -3.5383 -0.9180  0.23
H: 2.8043 -5.9719 -1.4513  0.22
H: 2.0807 -7.6614 0.2109  0.23
H: 1.4608 -6.9138 2.5606  0.22
H: 0.9585 -0.5785 1.2615  0.26
H: 4.1673 -2.5292 0.8971  0.23
H: 5.8650 -2.1796 -0.8127  0.22
H: 5.7875 0.5982 -3.3220  0.23
H: 6.9195 -0.2434 -2.2317  0.23
H: 6.0346 -1.1599 -3.4587  0.24
H: 3.5900 1.0479 -2.4946  0.23
H: 1.7435 0.6039 -0.8385  0.28

Forces on atoms 1 to 3 (eV/Å):
C 0.284 0.295 -0.075
C -1.266 0.184 -0.175
O 1.772 -0.339 0.073

4.
This record from OMol25 describes an isolated molecule of C15H17N5O in a non-equilibrium geometry. The level of theory is ωB97M-V with the def2-TZVPD basis set.

HOMO energy   -8.28 eV
Energy above the lowest of the compared OMol25 structures with the same formula, charge and spin   0.081 eV
Calculated total energy   -930.8274 Eh
Net charge   0
SMILES string   CCc1nc(N[C@@H]2CCC[C@@H]2C#N)c2cc[nH]c(=O)c2n1

Each line ends with the natural charge from an NBO analysis.
Cartesian coordinates (Å):
C: -1.5124 0.0569 4.0495  -0.59
C: -1.4853 1.2350 3.0782  -0.45
C: -0.3380 1.1002 2.1902  0.44
N: -0.5852 0.5618 1.0078  -0.52
C: 0.4013 0.3517 0.2236  0.45
N: 0.1499 -0.2059 -1.0320  -0.61
C: -1.2179 -0.2551 -1.5847  -0.03
C: -1.8695 -1.5275 -1.1015  -0.42
C: -2.6717 -2.0741 -2.3128  -0.40
C: -1.8566 -1.6460 -3.5118  -0.39
C: -1.3486 -0.2547 -3.1482  -0.34
C: -0.0804 0.0730 -3.8383  0.31
N: 0.9801 0.2754 -4.2201  -0.34
C: 1.7197 0.6805 0.5453  -0.14
C: 2.8805 0.3944 -0.3528  -0.29
C: 4.1621 0.6385 0.0765  0.02
N: 4.4175 1.0582 1.4112  -0.58
C: 3.3731 1.5255 2.1858  0.62
O: 3.7062 2.0191 3.2671  -0.58
C: 1.9474 1.2068 1.7902  0.14
N: 0.8833 1.4562 2.5792  -0.46
H: -0.5449 -0.1242 4.5182  0.22
H: -1.7449 -0.8689 3.5016  0.20
H: -2.2615 0.2413 4.8076  0.21
H: -2.4440 1.3865 2.5763  0.22
H: -1.3237 2.1641 3.6615  0.23
H: 0.9458 -0.1117 -1.6626  0.41
H: -1.7829 0.6240 -1.1868  0.23
H: -1.0995 -2.2561 -0.7394  0.22
H: -2.5230 -1.3179 -0.2741  0.23
H: -2.7558 -3.1938 -2.2615  0.22
H: -3.6522 -1.5915 -2.3610  0.20
H: -2.4618 -1.6578 -4.4174  0.22
H: -1.0334 -2.3418 -3.6469  0.21
H: -2.0659 0.4973 -3.4861  0.25
H: 2.7577 0.0903 -1.3822  0.22
H: 4.9723 0.3771 -0.5834  0.22
H: 5.3622 1.4131 1.6339  0.43

Forces on atoms 1 to 3 (eV/Å):
C -0.162 -0.536 -0.454
C -0.164 1.398 1.916
C 1.967 0.417 -0.701

5.
This record from OMol25 describes a cluster of 2 separate species, C5H12NO2 in total in a non-equilibrium geometry. The level of theory is ωB97M-V with the def2-TZVPD basis set.

HOMO energy   -3.20 eV
Energy above the lowest of the compared OMol25 structures with the same formula, charge and spin   4.859 eV
Calculated total energy   -402.8509 Eh
Net charge   -1

Each line ends with the natural charge from an NBO analysis.
Cartesian coordinates (Å):
C: 1.0530 0.5954 -1.9816  0.02
O: 0.0275 0.5857 -2.7620  -0.89
C: 0.5887 -0.3270 -0.5421  -0.11
C: 0.4440 0.9414 0.3042  -0.49
C: -0.3766 0.9222 1.4393  -0.11
C: -0.0925 1.4173 2.6676  -0.48
N: -0.7110 -0.9897 -0.7680  -0.94
H: 1.3366 1.6767 -1.6948  0.09
H: 1.8716 -0.0897 -2.3570  0.08
H: 1.3678 -0.9785 -0.2383  0.16
H: 1.4052 1.4639 0.3711  0.21
H: -0.2436 1.5594 -0.5125  0.22
H: -1.4361 0.4877 1.2304  0.17
H: 0.8373 1.9110 2.8298  0.17
H: -0.6493 1.1980 3.5267  0.18
H: -1.4870 -0.7573 -0.1378  0.34
H: -0.8762 -0.5956 -1.8068  0.43
H: -0.5319 -2.6330 -0.3175  0.50
H: -1.7285 -3.0263 0.5355  0.44
O: -0.7990 -3.3617 0.2139  -0.98

Forces on atoms 1 to 3 (eV/Å):
C 0.246 -2.278 0.469
O -1.720 0.230 -1.256
C -1.109 2.917 -0.201

6.
This record from OMol25 describes a cluster of 2 separate species, C11H18O in total in a non-equilibrium geometry. The level of theory is ωB97M-V with the def2-TZVPD basis set.

HOMO energy (alpha / beta)   0.63 / -3.59 eV
Energy above the lowest of the compared OMol25 structures with the same formula, charge and spin   0.000 eV
Calculated total energy   -505.1272 Eh
2S+1   2
Net charge   -1
⟨S²⟩   0.76

Each line ends with the Mulliken spin population.
Cartesian coordinates (Å):
C: -1.5637 1.7595 2.6062  -0.01
C: -1.0108 2.0888 1.2072  0.02
C: -1.1374 0.3806 3.0690  0.00
H: -1.1838 2.5111 3.3180  0.00
H: -2.6413 1.8659 2.5800  0.00
H: -0.9686 1.2164 0.5498  -0.02
H: -1.4597 -0.3799 2.3615  0.00
H: 0.0145 2.4697 1.2414  0.01
H: -1.5718 2.9352 0.8194  0.00
H: -0.0447 0.2730 3.0471  0.00
H: -1.4949 0.0840 4.0528  0.00
C: 2.2949 -0.6993 -0.1555  -0.06
C: 3.1269 -1.9061 -0.5240  0.00
C: 0.9957 -0.6242 -0.9211  -0.28
C: 0.9873 -0.1344 -2.2129  0.33
C: -0.1848 -1.0155 -0.3206  0.30
C: -0.2391 -0.0864 -2.9643  0.40
C: -1.4426 -0.8990 -1.0290  0.36
C: -1.4116 -0.4910 -2.3382  -0.33
O: -2.6082 -0.4501 -3.0603  -0.07
H: 2.0632 -0.6319 0.9123  0.00
H: 2.8649 0.2314 -0.2894  -0.01
H: 3.0114 -2.1487 -1.5706  0.00
H: 1.9318 0.1444 -2.6617  0.06
H: -0.1458 -1.4683 0.6638  0.13
H: -0.2142 0.2065 -4.0031  0.08
H: -2.4022 -1.0236 -0.5558  0.10
H: -2.6092 0.4026 -3.5190  -0.01
H: 2.8325 -2.7979 0.0366  0.00
H: 4.2112 -1.8127 -0.3398  0.00

Forces on atoms 1 to 3 (eV/Å):
C 0.834 0.308 -0.087
C 0.354 0.344 0.473
C 0.391 -0.510 -0.307

7.
This record from OMol25 describes a structure of composition C8H9NO3P in a non-equilibrium geometry. The level of theory is ωB97M-V with the def2-TZVPD basis set.

HOMO energy (alpha / beta)   -4.20 / -4.20 eV
Energy above the lowest of the compared OMol25 structures with the same formula, charge and spin   2.690 eV
Calculated total energy   -932.1032 Eh
Net charge   -1

Each line ends with the natural charge from an NBO analysis.
Cartesian coordinates (Å):
C: 2.6950 0.2023 -0.4558  -0.31
C: 2.0316 -0.7478 0.2179  -0.03
C: 1.9420 1.0428 -1.3168  -0.15
C: 0.5715 -0.7126 0.3895  -0.74
C: 0.5481 0.9344 -1.2920  -0.24
C: -0.2489 0.2448 -0.3968  0.27
C: -2.3171 -0.6530 0.0421  -0.28
C: -1.9335 -1.8135 -0.9374  -0.10
N: -1.5073 0.4896 -0.3276  -0.48
O: 1.0657 -2.1651 -1.4436  -1.15
O: 0.8785 -3.6458 0.6323  -1.13
O: -1.3555 -2.7810 -0.1244  -0.79
P: 0.3690 -2.4556 -0.1098  2.33
H: 3.8003 0.0805 -0.5565  0.20
H: 2.6163 -1.4686 0.6479  0.22
H: 2.2521 1.8697 -1.9776  0.21
H: 0.2465 -0.6815 1.4604  0.26
H: 0.0196 1.5000 -2.0100  0.20
H: -3.2809 -0.3237 0.0228  0.18
H: -1.9883 -1.0864 1.0130  0.18
H: -2.7970 -2.2404 -1.4491  0.17
H: -1.0878 -1.4619 -1.7171  0.21

Forces on atoms 1 to 3 (eV/Å):
C 1.748 -0.485 -0.454
C -0.073 3.325 -0.402
C -3.412 0.811 0.014

8.
This record from OMol25 describes an isolated molecule of C3H6N4S in a non-equilibrium geometry. The level of theory is ωB97M-V with the def2-TZVPD basis set.

HOMO energy (alpha / beta)   -6.05 / -8.10 eV
Energy above the lowest of the compared OMol25 structures with the same formula, charge and spin   1.039 eV
Calculated total energy   -734.9232 Eh
2S+1   3
Net charge   0
⟨S²⟩   2.03

Each line ends with the Mulliken spin population.
Cartesian coordinates (Å):
C: 2.2789 0.1600 0.0483  0.56
C: -0.0701 -0.6380 -0.1265  0.05
C: -2.3461 -0.5839 0.1722  0.01
N: 1.1522 -0.0087 -0.2145  0.12
N: -1.0722 1.3770 0.1404  0.71
N: -1.1506 0.1118 0.0612  0.12
N: 3.5248 0.5088 -0.0831  -0.02
S: -0.0767 -2.3228 -0.2273  0.37
H: -3.1587 0.0427 -0.2917  0.01
H: -2.2365 -1.6976 -0.3586  0.00
H: -2.6514 -0.6657 1.2900  0.01
H: -1.9015 1.8234 -0.3492  0.02
H: 3.9965 0.7564 0.7605  0.00
H: 3.7114 1.1365 -0.8216  0.04

Forces on atoms 1 to 3 (eV/Å):
C 1.392 -0.616 2.888
C 4.784 -2.011 0.033
C -3.822 -2.590 0.075